Entry from the OMol25 dataset: one molecule with the formula C4H4N2O2 (ωB97M-V/def2-TZVPD).

Calculated values
Highest occupied orbital energy (Ha): -0.3648
Frontier orbital gap (eV): 10.564
SMILES: O=CNc1ccon1
Maximum force (Eh/bohr): 0.045
Energy above the lowest of the compared OMol25 structures with the same formula, charge and spin (kJ/mol): 301.8
E (eV): -11285.412

Each atom is followed by the atoms it is bonded to, with distances in Å.
Element x y z (Å)
1 O 1.7266 -0.9718 -2.4450  C2 1.192
2 C 1.4431 -0.2564 -1.5348  O1 1.192, N3 1.462, H9 1.069
3 N 1.1681 -0.6142 -0.1438  C2 1.462, C4 1.398, H10 1.005
4 C -0.0103 -0.0585 0.3619  N3 1.398, C5 1.434, N8 1.292
5 C -1.3173 -0.6489 0.3571  C4 1.434, C6 1.366, H11 1.046
6 C -2.0149 0.2622 1.0979  C5 1.366, O7 1.329, H12 1.086
7 O -1.2126 1.2665 1.4372  C6 1.329, N8 1.367
8 N 0.0700 1.0543 1.0141  C4 1.292, O7 1.367
9 H 1.3943 0.8082 -1.4544  C2 1.069
10 H 1.9304 -0.8570 0.4650  N3 1.005
11 H -1.6667 -1.4712 -0.1864  C5 1.046
12 H -3.0408 0.2915 1.4537  C6 1.086

These are the natural (NBO) partial charges, in e, on atoms 1 to 4: number 1, O, carries -0.486; number 2, C, carries 0.566; number 3, N, carries -0.736; number 4, C, carries 0.277